1.
This record from OMol25 describes a structure of composition C26H32BIrN7O6. The level of theory is wB97M-V/def2-TZVPD.

Geometry (Å):
Ir1 -9.191 14.471 11.190
C1 -9.137 10.236 14.689
C2 -9.259 10.846 13.334
O1 -10.527 11.288 12.955
C3 -8.188 11.143 12.490
C4 -7.967 11.841 11.340
C5 -6.593 12.287 10.911
N1 -8.914 12.627 10.631
N2 -8.943 12.316 9.286
C6 -8.784 13.377 8.523
O2 -8.753 14.615 8.912
C7 -8.486 13.174 7.044
C8 -8.168 11.902 6.566
C9 -8.041 11.713 5.160
C10 -8.245 12.808 4.326
C11 -8.453 14.100 4.802
C12 -8.520 14.281 6.181
H1 -9.470 10.926 15.433
H2 -8.042 10.128 14.815
H3 -9.596 9.224 14.813
H4 -7.210 10.733 12.809
H5 -5.762 11.747 11.348
H6 -6.451 13.292 11.249
H7 -6.520 12.302 9.804
H8 -8.119 11.084 7.298
H9 -7.784 10.740 4.734
H10 -8.161 12.765 3.285
H11 -8.513 14.995 4.226
H12 -8.582 15.243 6.650
O3 -7.525 16.580 11.428
N3 -8.793 16.383 11.450
C13 -9.593 17.424 11.274
C14 -9.118 18.783 11.121
N4 -9.072 19.928 10.928
C15 -10.974 17.208 11.326
N5 -12.109 17.124 11.430
N6 -11.610 14.038 9.971
C16 -11.783 14.976 9.317
N7 -11.836 16.041 8.559
C17 -13.038 16.894 8.480
C18 -12.629 18.182 7.872
O4 -12.087 18.142 6.581
C19 -10.945 17.373 6.644
C20 -11.187 15.958 7.220
H13 -13.466 17.010 9.506
H14 -13.792 16.364 7.903
H15 -11.958 18.669 8.579
H16 -13.556 18.712 7.763
H17 -10.117 17.826 7.218
H18 -10.618 17.230 5.609
H19 -10.250 15.526 7.313
H20 -11.859 15.507 6.502
C21 -11.197 13.654 16.486
C22 -11.239 14.149 15.026
C23 -10.648 15.521 14.868
O5 -10.350 13.229 14.347
B1 -11.104 12.345 13.633
O6 -12.479 12.508 13.763
C24 -12.613 13.857 14.310
C25 -12.963 14.768 13.181
C26 -13.790 13.839 15.307
H21 -10.170 13.594 16.857
H22 -11.646 12.701 16.482
H23 -11.771 14.241 17.215
H24 -9.774 15.631 15.441
H25 -11.400 16.282 15.196
H26 -10.279 15.715 13.853
H27 -12.234 14.640 12.393
H28 -13.094 15.812 13.425
H29 -13.873 14.458 12.700
H30 -13.687 12.971 15.969
H31 -14.702 13.649 14.731
H32 -13.822 14.753 15.996

Results
Energy relative to the best compared isomer or geometry (same formula, charge and spin)   0.00 kcal per mole
Multiplicity   5
Net charge   -1
HOMO-LUMO gap (spin up / spin down)   6.3452 / 7.3385 eV
E_LUMO (spin up / spin down)   2.575 / 2.119 eV

2.
This record from OMol25 describes a structure of composition C26H32BrO4Pm. The level of theory is wB97M-V/def2-TZVPD.

Geometry (Å):
O1 -1.924 1.440 -1.925
C1 -2.864 0.709 -2.800
C2 -2.384 1.352 -4.077
H1 -3.871 1.043 -2.507
H2 -2.714 -0.377 -2.708
C3 -1.480 2.192 -3.112
H3 -3.094 1.894 -4.733
H4 -1.774 0.620 -4.598
C4 -1.838 3.648 -2.878
H5 -2.900 3.714 -2.572
H6 -1.752 4.180 -3.831
H7 -1.154 4.132 -2.150
C5 -0.044 1.911 -3.564
H8 0.067 0.885 -3.927
H9 0.761 2.063 -2.839
H10 0.180 2.534 -4.447
Pm1 -0.512 -0.153 0.401
C6 1.467 -1.488 -0.885
C7 0.605 -2.439 -0.294
C8 -0.644 -2.422 -0.989
H11 0.896 -3.100 0.516
C9 -0.530 -1.461 -2.029
C10 0.769 -0.894 -1.969
H12 1.200 -0.201 -2.690
H13 2.504 -1.293 -0.620
H14 -1.523 -3.035 -0.770
H15 -1.256 -1.266 -2.812
C11 1.285 1.293 1.830
C12 1.756 1.399 0.493
C13 0.808 2.161 -0.226
H16 2.710 1.030 0.111
C14 -0.277 2.478 0.637
C15 0.032 1.950 1.921
H17 -0.553 2.073 2.831
H18 1.868 0.911 2.665
H19 0.963 2.595 -1.207
H20 -1.167 3.038 0.344
O2 -5.093 2.165 -2.277
C16 -5.450 3.104 -3.293
C17 -6.962 3.214 -3.388
H21 -5.085 2.866 -4.323
H22 -4.978 4.053 -3.005
C18 -7.522 2.207 -2.367
H23 -7.323 3.019 -4.388
H24 -7.322 4.213 -3.154
C19 -6.296 1.722 -1.558
H25 -8.025 1.402 -2.902
H26 -8.252 2.637 -1.681
H27 -6.284 0.619 -1.432
H28 -6.265 2.194 -0.553
Br1 2.923 -1.713 2.488
C20 1.884 -2.810 3.685
C21 2.481 -3.899 4.323
C22 1.814 -4.531 5.370
C23 0.516 -4.097 5.753
C24 -0.108 -3.068 5.048
C25 0.605 -2.417 4.027
C26 -0.096 -1.314 3.312
O3 -0.407 -0.278 3.925
O4 -0.327 -1.517 2.039
H29 3.466 -4.220 4.010
H30 2.341 -5.301 5.940
H31 0.013 -4.556 6.614
H32 -1.137 -2.746 5.266

Results
Energy relative to the best compared isomer or geometry (same formula, charge and spin)   0.00 kcal per mole
Multiplicity   5
Net charge   0
HOMO-LUMO gap (spin up / spin down)   7.7556 / 7.8521 eV
E_LUMO (spin up / spin down)   -0.010 / 0.019 eV

3.
This record from OMol25 describes an isolated molecule of C26H32Cl2N4O4. The level of theory is wB97M-V/def2-TZVPD.

Geometry (Å):
C1 4.704 0.644 -3.015
N1 5.249 0.515 -1.672
C2 6.576 -0.073 -1.724
C3 5.325 1.788 -0.970
C4 3.991 2.526 -0.860
N2 2.947 1.751 -0.239
C5 1.802 1.434 -0.891
O1 1.611 1.575 -2.080
C6 0.820 0.890 0.131
C7 -0.582 1.496 0.093
C8 -1.682 0.451 0.098
O2 -1.488 -0.713 0.355
N3 -2.905 0.993 -0.186
C9 -4.148 0.365 -0.243
C10 -5.253 1.149 -0.573
C11 -6.506 0.569 -0.643
Cl1 -7.865 1.548 -1.052
C12 -6.693 -0.780 -0.392
C13 -5.582 -1.543 -0.065
Cl2 -5.786 -3.222 0.252
C14 -4.313 -0.993 0.014
C15 -0.541 2.323 1.437
C16 -0.537 1.313 2.568
C17 0.690 0.808 2.590
C18 1.398 1.489 1.448
O3 0.791 2.783 1.439
C19 2.899 1.541 1.194
C20 3.494 0.208 1.693
O4 3.616 0.012 2.886
N4 3.752 -0.701 0.746
C21 3.995 -2.090 1.097
C22 4.982 -2.754 0.141
C23 4.386 -2.951 -1.251
C24 3.092 -3.754 -1.175
C25 2.090 -3.039 -0.276
C26 2.668 -2.862 1.125
H1 3.654 0.925 -2.971
H2 5.250 1.385 -3.617
H3 4.775 -0.321 -3.514
H4 7.283 0.545 -2.298
H5 6.518 -1.055 -2.190
H6 6.962 -0.185 -0.712
H7 6.040 2.474 -1.461
H8 5.698 1.578 0.038
H9 4.153 3.439 -0.275
H10 3.624 2.810 -1.849
H11 0.782 -0.201 0.122
H12 -0.690 2.177 -0.755
H13 -2.926 1.981 -0.399
H14 -5.137 2.203 -0.775
H15 -7.672 -1.225 -0.449
H16 -3.463 -1.603 0.268
H17 -1.248 3.147 1.500
H18 -1.391 1.069 3.166
H19 1.125 0.052 3.211
H20 3.358 2.374 1.734
H21 3.787 -0.433 -0.230
H22 4.413 -2.076 2.111
H23 5.249 -3.727 0.557
H24 5.890 -2.154 0.081
H25 5.110 -3.471 -1.882
H26 4.180 -1.982 -1.707
H27 2.673 -3.881 -2.175
H28 3.300 -4.747 -0.770
H29 1.161 -3.608 -0.217
H30 1.852 -2.065 -0.708
H31 2.848 -3.843 1.568
H32 1.959 -2.331 1.762

Results
SMILES   CN(C)CCN1C(=O)[C@@H]2[C@@H](C(=O)Nc3cc(Cl)cc(Cl)c3)[C@H]3C=C[C@@]2(O3)[C@H]1C(=O)NC1CCCCC1
Net charge   0
HOMO-LUMO gap   9.5317 eV
E_LUMO   0.469 eV

4.
This record from OMol25 describes a structure of composition C26H32Cl3N4NiO4. The level of theory is wB97M-V/def2-TZVPD.

Geometry (Å):
Ni1 8.230 10.412 12.013
C1 10.120 13.397 12.051
O1 9.475 12.140 11.970
H1 10.210 13.885 11.081
H2 9.654 14.201 12.621
H3 11.078 13.179 12.522
N1 9.728 9.333 10.775
C2 10.412 8.233 11.074
C3 11.226 7.558 10.179
C4 11.480 8.159 8.946
C5 11.046 9.383 8.661
C6 10.085 9.913 9.551
H4 10.262 7.869 12.079
H5 11.713 6.633 10.451
H6 12.120 7.700 8.208
H7 11.235 9.833 7.698
H8 9.735 10.908 9.319
N2 10.332 11.639 5.830
C7 11.652 11.887 5.462
C8 12.422 12.828 6.097
C9 11.874 13.590 7.077
C10 10.561 13.379 7.497
C11 9.827 12.364 6.853
H9 11.989 11.417 4.550
H10 13.364 13.216 5.738
H11 12.495 14.355 7.520
H12 10.116 13.931 8.312
H13 8.796 12.232 7.144
N3 11.556 18.904 8.907
C12 12.045 17.753 9.473
C13 11.270 16.586 9.712
C14 9.920 16.656 9.232
C15 9.422 17.849 8.721
C16 10.231 18.951 8.643
H14 13.092 17.812 9.730
H15 11.710 15.666 10.068
H16 9.242 15.818 9.294
H17 8.414 18.009 8.368
H18 9.733 19.898 8.494
N4 7.092 11.050 10.310
C17 7.017 12.356 9.864
C18 6.447 12.723 8.650
C19 5.878 11.779 7.841
C20 5.921 10.437 8.222
C21 6.552 10.115 9.425
H19 7.283 13.080 10.621
H20 6.270 13.751 8.370
H21 5.314 11.982 6.943
H22 5.462 9.624 7.680
H23 6.536 9.062 9.663
C22 6.128 16.090 7.210
C23 5.789 16.676 8.524
O2 6.316 15.976 9.592
C24 6.234 16.396 10.788
O3 5.814 17.513 11.181
O4 6.705 15.466 11.572
C25 6.581 15.633 12.989
H24 5.792 16.794 6.448
H25 5.601 15.147 7.065
H26 7.198 15.904 7.119
H27 4.709 16.759 8.652
H28 6.216 17.679 8.510
H29 6.825 16.665 13.243
H30 7.221 15.048 13.650
H31 5.564 15.602 13.380
C26 13.239 10.862 11.643
Cl1 13.835 9.221 11.461
Cl2 13.118 11.637 10.043
Cl3 14.128 11.797 12.837
H32 12.256 10.826 12.110

Results
Multiplicity   3
Net charge   +1
HOMO-LUMO gap (spin up / spin down)   7.2897 / 6.4465 eV
E_LUMO (spin up / spin down)   -4.171 / -5.013 eV

5.
This record from OMol25 describes a cluster of 6 separate species, C26H32FN7O5S2 in total. The level of theory is wB97M-V/def2-TZVPD.

Geometry (Å):
C1 4.068 -2.777 -0.307
C2 4.976 -1.965 0.734
O1 4.825 -0.544 0.541
C3 3.653 -0.092 1.222
C4 3.436 1.460 1.089
C5 2.214 1.917 2.010
C6 1.114 2.558 1.072
C7 -0.308 2.663 1.761
C8 -1.403 1.752 1.142
C9 -1.715 1.676 -0.301
S1 -0.862 2.705 -1.521
O2 -1.730 2.762 -2.695
O3 -0.755 4.060 -1.002
F1 0.545 2.068 -2.034
C10 -2.738 0.757 -0.824
C11 -3.510 -0.103 0.083
N1 -4.514 -1.054 -0.376
C12 -3.930 -2.140 -0.487
S2 -2.996 -3.434 -0.613
C13 -3.223 -0.007 1.501
C14 -2.190 0.906 2.014
C15 -2.196 0.730 3.551
O4 -1.716 1.404 4.414
N2 -2.987 -0.454 3.873
C16 -3.826 -0.731 2.740
O5 -4.847 -1.352 2.667
H1 3.357 -3.427 0.265
H2 4.753 -3.373 -0.964
H3 3.477 -2.025 -0.884
H4 4.629 -2.216 1.778
H5 6.053 -2.241 0.581
H6 2.767 -0.629 0.763
H7 3.676 -0.372 2.312
H8 3.233 1.648 -0.001
H9 4.380 2.022 1.322
H10 1.766 0.957 2.389
H11 2.564 2.591 2.825
H12 1.003 1.838 0.213
H13 1.414 3.580 0.738
H14 -0.713 3.709 1.808
H15 -0.180 2.312 2.825
H16 -2.964 0.687 -1.917
H17 -2.454 -1.253 4.225
C17 -5.284 -2.348 -4.133
C18 -4.289 -3.434 -4.279
N3 -3.518 -4.278 -4.403
H18 -6.271 -2.711 -4.418
H19 -5.314 -2.010 -3.097
H20 -5.012 -1.510 -4.773
C19 -0.693 -6.298 1.951
C20 0.292 -5.259 1.570
N4 1.054 -4.454 1.274
H21 -0.289 -7.287 1.736
H22 -0.913 -6.226 3.015
H23 -1.614 -6.159 1.386
C21 -0.899 -1.810 -6.387
C22 -1.525 -1.484 -5.087
N5 -2.010 -1.231 -4.079
H24 0.176 -1.933 -6.259
H25 -1.320 -2.736 -6.777
H26 -1.083 -1.005 -7.099
C23 2.121 2.834 6.094
C24 2.132 1.498 5.456
N6 2.139 0.447 4.972
H27 2.522 3.576 5.405
H28 1.100 3.108 6.358
H29 2.731 2.818 6.996
C25 1.279 4.867 -3.852
C26 2.240 5.915 -4.268
N7 2.985 6.726 -4.590
H30 1.702 3.880 -4.040
H31 1.062 4.964 -2.788
H32 0.352 4.970 -4.414

Results
Net charge   0
HOMO-LUMO gap   7.9224 eV
E_LUMO   -1.437 eV

6.
This record from OMol25 describes a structure of composition C26H32FeIN8O2. The level of theory is wB97M-V/def2-TZVPD.

Geometry (Å):
Fe1 0.415 0.266 -0.633
C1 -2.643 0.515 2.129
C2 -3.171 1.415 1.004
C3 -2.385 1.380 -0.337
N1 -1.560 0.194 -0.496
C4 -2.132 -0.986 -0.555
C5 -3.534 -1.146 -0.692
C6 -4.345 -2.259 -0.607
C7 -4.027 -3.582 -0.344
C8 -2.742 -4.078 -0.205
C9 -1.516 -3.452 -0.339
C10 -1.163 -2.106 -0.585
N2 0.074 -1.699 -0.823
C11 1.004 -2.636 -1.463
C12 2.483 -2.461 -1.153
C13 2.908 -1.014 -1.362
N3 2.248 -0.215 -0.351
C14 2.688 -0.267 0.902
C15 3.929 -0.830 1.252
C16 4.609 -0.877 2.461
C17 4.265 -0.396 3.707
C18 3.073 0.249 4.017
C19 1.981 0.538 3.231
C20 1.718 0.291 1.859
N4 0.562 0.584 1.298
C21 -0.293 1.566 1.961
C22 -1.415 1.057 2.861
H1 -2.432 -0.483 1.745
H2 -3.444 0.384 2.861
H3 -3.190 2.453 1.353
H4 -4.212 1.143 0.819
H5 -1.729 2.241 -0.432
H6 -3.095 1.459 -1.169
H7 -4.062 -0.226 -0.897
H8 -5.401 -2.050 -0.750
H9 -4.845 -4.284 -0.249
H10 -2.675 -5.136 0.028
H11 -0.671 -4.108 -0.180
H12 0.897 -2.506 -2.549
H13 0.727 -3.668 -1.265
H14 3.039 -3.132 -1.814
H15 2.700 -2.758 -0.125
H16 2.581 -0.672 -2.346
H17 3.992 -0.888 -1.341
H18 4.484 -1.264 0.434
H19 5.578 -1.363 2.403
H20 4.978 -0.536 4.509
H21 2.966 0.555 5.053
H22 1.164 0.990 3.773
H23 -0.734 2.184 1.182
H24 0.345 2.245 2.534
H25 -1.730 1.907 3.477
H26 -1.034 0.298 3.549
N5 -0.560 4.548 -0.169
N6 0.815 4.306 -0.044
C23 1.335 3.014 -0.148
O1 2.428 2.793 0.344
O2 0.594 2.195 -0.844
H27 -0.715 5.345 -0.772
H28 -0.977 4.734 0.735
H29 1.345 4.884 0.590
I1 -1.061 -0.489 -6.626
C24 -0.293 0.200 -4.845
C25 0.375 1.386 -4.623
N7 0.699 1.403 -3.324
N8 0.266 0.311 -2.688
C26 -0.342 -0.436 -3.598
H30 0.629 2.194 -5.286
H31 1.027 2.148 -2.713
H32 -0.795 -1.375 -3.331

Results
Energy relative to the best compared isomer or geometry (same formula, charge and spin)   0.00 kcal per mole
Multiplicity   2
Net charge   0
HOMO-LUMO gap (spin up / spin down)   7.2195 / 6.8860 eV
E_LUMO (spin up / spin down)   0.450 / 0.054 eV

7.
This record from OMol25 describes an isolated molecule of C26H32N4O4S. The level of theory is wB97M-V/def2-TZVPD.

Geometry (Å):
C1 3.102 -6.912 6.978
C2 2.717 -5.839 5.966
N1 1.452 -6.132 5.315
C3 1.263 -5.356 4.105
C4 -0.003 -5.840 3.382
N2 -1.195 -5.804 4.194
C5 -2.073 -4.669 4.111
C6 -1.563 -3.277 4.562
N3 -0.814 -2.598 3.533
C7 -1.347 -1.599 2.793
O1 -2.448 -1.130 3.010
C8 -0.465 -1.077 1.706
C9 0.494 -1.846 1.048
C10 1.245 -1.291 0.031
C11 1.060 0.034 -0.341
C12 0.102 0.815 0.309
C13 -0.658 0.243 1.320
N4 -0.067 2.153 -0.007
C14 0.358 2.853 -1.105
O2 0.144 4.049 -1.155
C15 1.057 2.096 -2.159
C16 1.152 2.375 -3.476
C17 0.543 3.378 -4.316
C18 1.078 3.559 -5.592
C19 0.552 4.495 -6.464
C20 -0.534 5.273 -6.094
O3 -1.123 6.219 -6.869
C21 -0.599 6.459 -8.151
C22 -1.101 5.090 -4.810
O4 -2.161 5.889 -4.519
C23 -2.707 5.820 -3.223
C24 -0.569 4.149 -3.953
S1 2.059 0.725 -1.612
C25 -0.964 -6.423 5.478
C26 0.308 -5.946 6.189
H1 3.008 -7.894 6.522
H2 2.471 -6.876 7.862
H3 4.133 -6.766 7.291
H4 3.482 -5.809 5.185
H5 2.701 -4.849 6.459
H6 2.126 -5.509 3.452
H7 1.200 -4.274 4.338
H8 -0.170 -5.263 2.470
H9 0.168 -6.886 3.101
H10 -2.398 -4.575 3.069
H11 -2.954 -4.911 4.710
H12 -2.427 -2.643 4.773
H13 -0.954 -3.363 5.465
H14 0.105 -2.943 3.310
H15 0.643 -2.887 1.295
H16 1.987 -1.877 -0.489
H17 -1.414 0.824 1.828
H18 -0.606 2.705 0.649
H19 1.815 1.711 -4.024
H20 1.927 2.970 -5.905
H21 1.001 4.611 -7.437
H22 -0.666 5.571 -8.787
H23 0.442 6.796 -8.104
H24 -1.214 7.252 -8.575
H25 -1.947 5.994 -2.456
H26 -3.457 6.609 -3.180
H27 -3.190 4.853 -3.042
H28 -1.006 4.009 -2.983
H29 -1.831 -6.259 6.119
H30 -0.858 -7.500 5.303
H31 0.448 -6.547 7.088
H32 0.209 -4.888 6.498

Results
Energy relative to the best compared isomer or geometry (same formula, charge and spin)   49.03 kcal per mole
SMILES   CCN1CCN(CCNC(=O)c2ccc3c(c2)NC(=O)/C(=C\c2ccc(OC)c(OC)c2)S3)CC1
Net charge   0
HOMO-LUMO gap   7.6207 eV
E_LUMO   0.044 eV

Calculated E_tot in order - -53709.55302; -122267.34918; -66678.35972; -120231.58696; -72532.01051; -85983.82748; -52466.61938 eV